[1]
40
Properties=species:S:1:pos:R:3 method="wB97M-V/def2-TZVPD" gap_ev=8.54 total_charge=0 e_tot_ev=-51508.078 de_lowest_kcal_mol=0.0 e_lumo_ev=-0.0254
O 2.10425 -0.87971 -0.46788
C 2.26868 0.21753 0.02646
C 2.78700 0.37202 1.41546
C 3.81421 1.32345 1.56180
C 4.42864 1.52385 2.81257
C 4.01180 0.78963 3.93125
C 2.92531 -0.08994 3.80011
Cl 2.39930 -1.01815 5.18597
C 2.34297 -0.33239 2.54243
Cl 1.03419 -1.52297 2.46350
C 1.80390 1.45120 -0.80333
C 0.51232 2.04929 -0.16394
C -0.66320 1.05449 -0.17776
C -0.77965 0.26267 -1.47649
C 0.20772 0.33347 -2.43099
N -0.09460 -0.42954 -3.52964
N -1.21334 -0.98846 -3.27297
N -1.71468 -0.57790 -2.06330
C -2.85284 -1.21779 -1.52457
C -3.45553 -0.81305 -0.30359
C -4.58930 -1.43722 0.23426
C -5.21659 -2.47165 -0.46755
C -4.68530 -2.90991 -1.65739
C -3.52965 -2.29641 -2.21815
C 1.48940 1.11617 -2.28332
H 4.22746 1.84894 0.70601
H 5.25511 2.21549 2.92835
H 4.51152 0.92142 4.87379
H 2.59371 2.24198 -0.76217
H 0.71930 2.33656 0.85682
H 0.21169 2.91755 -0.75052
H -1.60711 1.61433 -0.06763
H -0.56662 0.35279 0.67586
H -3.02345 -0.00129 0.24298
H -4.99305 -1.11719 1.19534
H -6.05489 -3.01814 -0.04123
H -5.07569 -3.68582 -2.29006
H -3.20398 -2.67597 -3.15768
H 2.29509 0.53055 -2.70979
H 1.37588 2.01010 -2.83301

[2]
26
Properties=species:S:1:pos:R:3 method="wB97M-V/def2-TZVPD" gap_ev=7.80 total_charge=-1 e_tot_ev=-16724.369 de_lowest_kcal_mol=32.7 e_lumo_ev=3.3900
C 1.20536 3.19657 -1.36898
C -0.31747 3.03011 -1.61078
C 1.78724 1.91337 -0.72902
O 2.95291 1.58680 -1.05412
O 1.06149 1.31303 0.10148
H 1.64100 3.29873 -2.36040
H 1.44177 4.06307 -0.76866
H -0.67660 2.16537 -1.07010
H -0.61216 3.04575 -2.66073
H -0.83432 3.92931 -1.23831
C -2.81538 -2.10247 0.16413
C -0.99863 -2.03533 1.93557
C -1.39039 -1.89032 0.61906
C 0.35339 -1.85916 2.23674
C -0.41968 -1.72655 -0.38091
C 1.24217 -1.46095 1.26448
C 0.81604 -1.22981 -0.03914
O 2.61203 -1.50781 1.50821
H -1.71307 -2.22461 2.72627
H 0.72452 -1.99184 3.24896
H -3.19487 -1.36188 -0.54204
H -3.53869 -1.87416 0.96456
H -0.73114 -1.69787 -1.42157
H 1.45523 -0.82198 -0.80008
H 2.93756 -0.60691 1.34104
H -2.98831 -3.15050 -0.06566